C5H7N in the gas phase. Source: OMol25; level of theory: ωB97M-V with the def2-TZVPD basis set.

Values from the calculation:
E_LUMO ... 1.11 eV
Charge ... 0
Largest force on an atom ... 0.0112 Eh/bohr
HOMO-LUMO gap ... 9.97 eV
Multiplicity ... 1
E_tot ... -249.32105 hartree

XYZ file:
```
13
Properties=species:S:1:pos:R:3:forces:R:3:lowdin_charge:R:1
C 1.1268 -0.6008 0.3523 0.04 -0.14 0.15 -0.13
C 0.4658 0.5559 -0.3418 -0.05 0.09 -0.01 -0.27
C 0.6983 -0.7410 -1.0764 -0.17 -0.17 -0.26 -0.12
C -2.0045 -0.2580 0.1195 0.10 0.25 0.44 0.06
N -1.5858 0.3865 1.1585 -0.17 -0.45 -0.13 0.00
C -0.9617 0.8943 -0.0124 0.06 0.23 -0.22 -0.29
H 2.1895 -0.5228 0.5653 -0.21 0.01 -0.04 0.10
H 0.5502 -1.1295 1.1064 0.11 0.02 -0.11 0.09
H 1.1020 1.4126 -0.5568 -0.14 -0.21 -0.09 0.13
H 1.4591 -0.8012 -1.8499 -0.14 0.06 0.16 0.10
H -0.2155 -1.3191 -1.2695 0.53 0.22 0.05 0.09
H -1.4945 0.2649 2.1570 -0.10 0.12 0.01 0.14
H -1.3297 1.8582 -0.3524 0.14 -0.02 0.04 0.11
```
Forces are in eV/Å.

=====

A molecular structure, C5H7N. Source: OMol25; level of theory: ωB97M-V with the def2-TZVPD basis set.

Values from the calculation:
E_LUMO ... 1.16 eV
Charge ... 0
Largest force on an atom ... 0.0158 Eh/bohr
HOMO-LUMO gap ... 10.44 eV
Multiplicity ... 1
E_tot ... -249.37023 hartree

XYZ file:
```
13
Properties=species:S:1:pos:R:3:forces:R:3:lowdin_charge:R:1
C 0.3373 1.2770 0.1093 0.27 0.12 0.66 -0.10
C 1.2010 0.1152 -0.2854 0.31 -0.07 -0.09 -0.23
C 0.4215 -1.1299 0.0395 0.20 -0.29 0.04 -0.22
C -0.9585 -0.7467 0.5392 0.01 -0.04 0.03 -0.10
C -0.7952 0.4080 -0.4559 -0.36 0.19 -0.02 -0.23
N 0.2337 -0.4270 -1.2605 -0.19 -0.07 -0.43 0.06
H 0.5005 2.2600 -0.3378 0.10 -0.42 -0.43 0.11
H 0.3905 1.3938 1.1842 -0.56 0.41 0.43 0.10
H 2.2783 0.1099 -0.4346 -0.23 -0.15 -0.10 0.13
H 0.8893 -2.1118 0.0874 -0.04 0.26 -0.05 0.13
H -1.1196 -0.5269 1.6025 0.05 0.05 -0.23 0.11
H -1.7189 -1.4495 0.1850 0.21 0.01 0.06 0.11
H -1.6598 0.8280 -0.9729 0.23 0.00 0.11 0.13
```
Forces are in eV/Å.

=====

C5H7N in the gas phase. Source: OMol25; level of theory: ωB97M-V with the def2-TZVPD basis set.

Values from the calculation:
E_LUMO ... 0.97 eV
Charge ... 0
SMILES string ... Cc1ccc[nH]1
Largest force on an atom ... 0.1465 Eh/bohr
HOMO-LUMO gap ... 8.63 eV
Multiplicity ... 1
E_tot ... -249.39381 hartree

XYZ file:
```
13
Properties=species:S:1:pos:R:3:forces:R:3:lowdin_charge:R:1
C 1.4556 1.0423 -0.0397 2.45 6.48 2.06 -0.07
C 0.2390 0.3304 -0.0025 -0.71 -0.18 -3.91 -0.47
C -0.2836 -0.2253 -1.1555 0.27 -0.63 2.52 -0.06
C -1.1635 -1.2111 -0.6997 -3.99 -1.05 1.72 -0.10
C -1.3514 -1.0634 0.7102 1.55 1.97 -3.18 -0.10
N -0.5584 0.0543 0.9977 2.21 -2.81 6.63 0.02
H 1.7957 1.4504 1.0193 -0.38 -1.32 -1.83 0.11
H 1.2925 2.1260 -0.5052 0.07 -1.93 0.56 0.12
H 2.3259 0.7196 -0.6104 -0.34 -0.79 0.30 0.07
H 0.0935 0.1019 -2.0594 0.35 -0.15 -2.03 0.08
H -1.9872 -1.7617 -1.2016 1.27 0.11 -0.24 0.10
H -1.8290 -1.4424 1.5669 -1.05 -0.93 0.12 0.08
H -0.0290 -0.1210 1.9800 -1.70 1.22 -2.72 0.22
```
Forces are in eV/Å.